Record 1
Entry from OMol25: a structure of composition C22H22AgN3O7S2 (wB97M-V/def2-TZVPD).

Positions of all 57 atoms, in Å:
Ag: 0.038 -0.165 -1.301
O: -4.745 -0.607 -0.895
C: -5.110 0.681 -0.891
C: -6.465 0.991 -0.740
C: -6.890 2.308 -0.747
C: -5.970 3.341 -0.903
C: -4.625 3.034 -1.047
C: -4.168 1.719 -1.042
C: -2.701 1.397 -1.180
O: -2.387 0.138 -1.106
N: -1.905 2.413 -1.323
N: -0.577 2.063 -1.564
C: 0.285 2.844 -1.041
C: 1.738 2.713 -1.116
C: 2.474 3.707 -0.455
C: 3.849 3.682 -0.352
C: 4.532 2.598 -0.920
C: 3.850 1.603 -1.580
C: 2.429 1.609 -1.731
O: 1.849 0.675 -2.399
H: -3.736 -0.556 -1.007
H: -7.166 0.174 -0.621
H: -7.945 2.529 -0.626
H: -6.300 4.372 -0.908
H: -3.880 3.810 -1.165
H: -0.092 3.689 -0.454
H: 1.919 4.522 0.005
H: 4.382 4.463 0.177
H: 5.612 2.535 -0.825
H: 4.376 0.759 -2.011
C: 0.793 -3.775 -1.099
S: -0.581 -2.630 -1.047
C: -1.749 -3.630 -1.967
O: -1.082 -2.632 0.357
H: 0.477 -4.693 -0.601
H: 1.610 -3.313 -0.546
H: 1.084 -3.952 -2.136
H: -1.400 -3.759 -2.993
H: -2.692 -3.084 -1.951
H: -1.843 -4.583 -1.446
N: 0.107 -0.038 1.297
C: 1.251 -0.699 1.878
C: 2.262 -1.164 1.044
C: 3.332 -1.886 1.559
C: 3.421 -2.129 2.925
C: 2.441 -1.623 3.769
C: 1.365 -0.916 3.249
S: 4.796 -3.074 3.594
O: 5.168 -3.975 2.511
O: 4.238 -3.738 4.765
O: 5.812 -2.079 3.909
H: -0.616 -0.737 1.120
H: -0.287 0.637 1.940
H: 2.213 -0.924 -0.017
H: 4.111 -2.270 0.913
H: 2.518 -1.822 4.831
H: 0.580 -0.554 3.906

Calculated values
Total charge: -2
HOMO-LUMO gap, hartree: 0.222

Quick look at the Mulliken charges, all values in e: atom 1 (Ag): 0.33, atom 2 (O): -0.72, atom 3 (C): 0.16, atom 4 (C): -0.66, atom 5 (C): -0.24, atom 6 (C): -0.73, atom 7 (C): -0.27, atom 8 (C): 0.22, atom 9 (C): 0.58, atom 10 (O): -0.79, atom 11 (N): -0.45, atom 12 (N): -0.31, atom 13 (C): -0.24, atom 14 (C): 0.82, atom 15 (C): -0.71, atom 16 (C): -0.55, atom 17 (C): -0.35, atom 18 (C): -0.45, atom 19 (C): 0.47, atom 20 (O): -0.96, atom 21 (H): 0.41, atom 22 (H): 0.38, atom 23 (H): 0.34, atom 24 (H): 0.36, atom 25 (H): 0.45, atom 26 (H): 0.28, atom 27 (H): 0.25, atom 28 (H): 0.37, atom 29 (H): 0.33, atom 30 (H): 0.38, atom 31 (C): -0.95, atom 32 (S): 1.15, atom 33 (C): -1.17, atom 34 (O): -0.73, atom 35 (H): 0.37, atom 36 (H): 0.16, atom 37 (H): 0.36, atom 38 (H): 0.36, atom 39 (H): 0.28, atom 40 (H): 0.36, atom 41 (N): -0.14, atom 42 (C): -0.34, atom 43 (C): 0.20, atom 44 (C): -1.06, atom 45 (C): -0.02, atom 46 (C): -0.60, atom 47 (C): -0.62, atom 48 (S): 1.29, atom 49 (O): -0.72, atom 50 (O): -0.72, atom 51 (O): -0.70, atom 52 (H): 0.19, atom 53 (H): 0.26, atom 54 (H): 0.94, atom 55 (H): 0.43, atom 56 (H): 0.39, atom 57 (H): 0.33


Record 2
Entry from OMol25: a cluster of 4 separate species, C39H43FO12 in total at a distorted geometry (wB97M-V/def2-TZVPD).

Positions of all 95 atoms, in Å:
C: 4.966 3.964 2.241
C: 4.378 4.009 0.827
C: 4.717 3.061 -0.132
C: 4.157 3.173 -1.390
C: 3.243 4.171 -1.698
C: 2.683 4.221 -3.125
C: 3.845 4.793 -4.026
C: 2.289 2.853 -3.730
C: 2.881 5.110 -0.736
O: 1.978 6.118 -1.001
C: 0.592 5.723 -0.820
C: 0.382 4.412 -0.056
C: 0.226 3.263 -0.814
C: -0.001 2.034 -0.223
C: -0.059 2.015 1.172
C: 0.097 3.146 1.934
C: 0.321 4.388 1.341
C: 0.436 5.599 2.271
C: 1.262 5.182 3.530
F: 1.107 6.671 1.718
C: -0.338 0.701 1.862
O: -0.093 0.509 3.042
C: -0.988 -0.405 1.052
C: -1.625 -1.469 1.656
C: -2.254 -2.467 0.937
C: -2.232 -2.381 -0.454
C: -1.568 -1.337 -1.068
C: -0.938 -0.342 -0.346
C: -0.211 0.785 -1.036
O: 0.158 0.712 -2.194
C: 3.484 5.016 0.510
H: 4.380 3.204 2.786
H: 4.802 4.932 2.732
H: 6.029 3.702 2.238
H: 5.413 2.276 0.169
H: 4.446 2.444 -2.145
H: 1.878 4.967 -3.198
H: 4.510 3.946 -4.258
H: 4.461 5.474 -3.420
H: 3.464 5.283 -4.928
H: 2.896 2.012 -3.379
H: 2.468 2.923 -4.817
H: 1.234 2.586 -3.610
H: 0.098 5.679 -1.804
H: 0.110 6.536 -0.265
H: 0.255 3.331 -1.899
H: 0.026 2.998 3.009
H: -0.570 5.848 2.640
H: 0.693 4.561 4.223
H: 2.157 4.669 3.147
H: 1.639 6.108 3.987
H: -1.644 -1.508 2.747
H: -2.765 -3.302 1.418
H: -2.739 -3.125 -1.068
H: -1.559 -1.289 -2.159
H: 3.274 5.739 1.299
C: 2.961 -1.125 0.253
C: 4.379 -1.653 0.324
C: 4.882 -1.834 1.734
O: 6.289 -1.626 1.586
C: 6.456 -0.792 0.525
O: 7.463 -0.219 0.270
O: 5.310 -0.696 -0.202
H: 2.579 -1.194 -0.768
H: 2.295 -1.693 0.906
H: 2.927 -0.070 0.533
H: 4.473 -2.576 -0.254
H: 4.677 -2.827 2.128
H: 4.491 -1.086 2.429
C: -1.551 -8.447 -1.711
C: -2.829 -7.749 -1.304
C: -2.992 -6.382 -1.919
O: -3.767 -5.694 -0.931
C: -3.474 -6.265 0.268
O: -3.749 -5.789 1.323
O: -2.824 -7.440 0.100
H: -1.572 -9.492 -1.400
H: -1.413 -8.415 -2.792
H: -0.689 -7.989 -1.225
H: -3.694 -8.385 -1.511
H: -3.516 -6.410 -2.873
H: -2.044 -5.853 -2.049
C: -6.435 -3.740 1.658
C: -7.797 -4.299 1.319
C: -8.056 -4.395 -0.163
O: -9.475 -4.240 -0.239
C: -9.849 -3.489 0.834
O: -10.909 -2.970 0.953
O: -8.843 -3.410 1.743
H: -6.225 -3.871 2.720
H: -5.650 -4.240 1.092
H: -6.395 -2.668 1.459
H: -7.947 -5.263 1.812
H: -7.748 -5.351 -0.582
H: -7.587 -3.588 -0.734

Calculated values
SMILES: Cc1ccc(C(C)C)c(OCc2cc3c(cc2[C@@H](C)F)C(=O)c2ccccc2C3=O)c1.C[C@@H]1COC(=O)O1.C[C@@H]1COC(=O)O1.C[C@@H]1COC(=O)O1
HOMO-LUMO gap, hartree: 0.271

Quick look at the Mulliken charges, all values in e: atom 1 (C): -1.63, atom 2 (C): 0.74, atom 3 (C): -1.15, atom 4 (C): -0.48, atom 5 (C): 0.75, atom 6 (C): 0.45, atom 7 (C): -1.55, atom 8 (C): -1.36, atom 9 (C): -0.05, atom 10 (O): -0.58, atom 11 (C): -1.69, atom 12 (C): 0.47, atom 13 (C): -0.63, atom 14 (C): -0.45, atom 15 (C): -0.32, atom 16 (C): -0.64, atom 17 (C): 1.02, atom 18 (C): 0.23, atom 19 (C): -1.35, atom 20 (F): -0.31, atom 21 (C): 0.67, atom 22 (O): -0.68, atom 23 (C): 0.27, atom 24 (C): -0.94, atom 25 (C): -0.36, atom 26 (C): -0.32, atom 27 (C): -0.92, atom 28 (C): 0.40, atom 29 (C): 0.74, atom 30 (O): -0.66, atom 31 (C): -0.03, atom 32 (H): 0.26, atom 33 (H): 0.36, atom 34 (H): 0.48, atom 35 (H): 0.51, atom 36 (H): 0.42, atom 37 (H): 0.34, atom 38 (H): 0.35, atom 39 (H): 0.40, atom 40 (H): 0.41, atom 41 (H): 0.17, atom 42 (H): 0.49, atom 43 (H): 0.32, atom 44 (H): 0.40, atom 45 (H): 0.55, atom 46 (H): 0.53, atom 47 (H): 0.43, atom 48 (H): 0.39, atom 49 (H): 0.44, atom 50 (H): 0.31, atom 51 (H): 0.34, atom 52 (H): 0.45, atom 53 (H): 0.54, atom 54 (H): 0.50, atom 55 (H): 0.44, atom 56 (H): 0.51, atom 57 (C): -1.29, atom 58 (C): 0.44, atom 59 (C): -0.47, atom 60 (O): -0.36, atom 61 (C): 0.63, atom 62 (O): -0.53, atom 63 (O): -0.31, atom 64 (H): 0.40, atom 65 (H): 0.41, atom 66 (H): 0.25, atom 67 (H): 0.23, atom 68 (H): 0.34, atom 69 (H): 0.31, atom 70 (C): -1.46, atom 71 (C): 0.46, atom 72 (C): -0.57, atom 73 (O): -0.23, atom 74 (C): 0.61, atom 75 (O): -0.51, atom 76 (O): -0.36, atom 77 (H): 0.36, atom 78 (H): 0.36, atom 79 (H): 0.37, atom 80 (H): 0.27, atom 81 (H): 0.36, atom 82 (H): 0.34, atom 83 (C): -1.19, atom 84 (C): 0.50, atom 85 (C): -0.40, atom 86 (O): -0.35, atom 87 (C): 0.58, atom 88 (O): -0.52, atom 89 (O): -0.36, atom 90 (H): 0.38, atom 91 (H): 0.15, atom 92 (H): 0.37, atom 93 (H): 0.26, atom 94 (H): 0.28, atom 95 (H): 0.31


Record 3
Entry from OMol25: a structure of composition C5H12O2 at a distorted geometry (wB97M-V/def2-TZVPD).

Positions of all 19 atoms, in Å:
C: -1.433 0.012 2.006
C: -1.074 -0.184 0.571
C: 0.449 -0.043 0.319
C: 0.802 0.208 -1.006
C: 2.231 -0.030 -1.369
H: -1.782 -1.170 2.429
H: -2.433 0.877 2.253
H: -0.668 0.220 2.640
H: -1.313 -1.289 0.084
H: -1.669 1.468 0.061
H: 0.418 0.882 0.889
H: 0.754 -0.682 1.056
H: 0.441 0.945 -1.344
H: 2.831 0.749 -0.853
H: 2.431 0.076 -2.361
H: 2.645 -1.176 -1.344
H: -0.842 -0.619 -1.889
O: -1.810 0.584 -0.268
O: 0.023 -0.828 -1.873

Calculated values
HOMO-LUMO gap, hartree: 0.392

Quick look at the Mulliken charges, all values in e: atom 1 (C): -1.20, atom 2 (C): 0.35, atom 3 (C): -1.09, atom 4 (C): 0.00, atom 5 (C): -1.46, atom 6 (H): 0.23, atom 7 (H): 0.25, atom 8 (H): 0.49, atom 9 (H): 0.30, atom 10 (H): 0.33, atom 11 (H): 0.43, atom 12 (H): 0.42, atom 13 (H): 0.81, atom 14 (H): 0.32, atom 15 (H): 0.45, atom 16 (H): 0.26, atom 17 (H): 0.29, atom 18 (O): -0.57, atom 19 (O): -0.62


Record 4
Entry from OMol25: a cluster of 2 separate species, C3F6S in total at a distorted geometry (wB97M-V/def2-TZVPD).

Positions of all 10 atoms, in Å:
C: -2.266 0.450 -0.249
C: -2.125 -0.761 0.154
C: 2.083 -0.041 0.156
F: -3.382 0.962 -0.787
F: -1.317 1.455 -0.112
F: -1.213 -1.526 0.472
F: 2.692 1.017 -0.499
F: 1.014 0.431 0.767
F: 2.968 -0.445 1.021
S: 1.547 -1.542 -0.924

Calculated values
HOMO-LUMO gap (spin up / spin down), hartree: 0.326 / 0.266

Quick look at the Mulliken charges, all values in e: atom 1 (C): 0.42, atom 2 (C): 0.09, atom 3 (C): 0.58, atom 4 (F): -0.20, atom 5 (F): -0.19, atom 6 (F): -0.12, atom 7 (F): -0.21, atom 8 (F): -0.18, atom 9 (F): -0.18, atom 10 (S): -0.02


Record 5
Entry from OMol25: a structure of composition C5H8O2 (wB97M-V/def2-TZVPD).

Positions of all 15 atoms, in Å:
O: -2.027 1.044 -0.157
C: -1.444 0.014 0.619
C: 0.028 0.243 0.634
C: 0.953 0.340 1.608
C: 2.014 0.662 0.613
O: 3.171 0.987 0.649
C: 0.982 0.480 -0.529
H: -2.968 0.851 -0.251
H: -1.825 0.003 1.651
H: -1.638 -0.976 0.177
H: -0.239 -2.422 -1.009
H: 0.925 0.269 2.690
H: 0.105 -2.600 -0.375
H: 0.788 1.359 -1.148
H: 1.178 -0.389 -1.168

Calculated values
HOMO-LUMO gap, hartree: 0.367

Quick look at the Mulliken charges, all values in e: atom 1 (O): -0.53, atom 2 (C): -0.19, atom 3 (C): 0.44, atom 4 (C): -0.82, atom 5 (C): 0.41, atom 6 (O): -0.58, atom 7 (C): -0.33, atom 8 (H): 0.31, atom 9 (H): 0.28, atom 10 (H): 0.16, atom 11 (H): -0.04, atom 12 (H): 0.42, atom 13 (H): 0.04, atom 14 (H): 0.24, atom 15 (H): 0.19